[1]
This record from OMol25 describes 2 unconnected molecules or ions with the total composition C5H10NO3. The level of theory is ωB97M-V with the def2-TZVPD basis set.

Properties
Molecular weight = 132.139 g mol⁻¹
Expectation value of S² = 0.754
Spin multiplicity = 2

```
19
Properties=species:S:1:pos:R:3:forces:R:3
C -1.04036 0.59373 -1.06343 0.7 3.0 0.5
C -2.10691 0.68535 0.10019 -0.4 -0.5 -2.6
C -1.26955 -0.72239 -1.60492 -2.6 -2.0 -2.6
O -2.15702 -0.91121 -2.48902 2.0 0.6 1.4
N -0.69737 -1.78892 -1.03069 2.3 2.6 3.4
H -1.34626 1.31887 -1.84038 0.0 -0.4 0.3
H 0.06943 0.87864 -0.87410 -2.1 -0.8 0.2
H -3.11803 0.62301 -0.42978 1.3 -0.4 1.0
H -2.10213 1.59773 0.57770 0.2 2.3 0.9
H -0.75569 -2.58315 -1.52887 -0.5 -3.4 -1.8
H 0.01191 -1.71414 -0.24112 -1.5 0.0 -2.0
H -1.92889 -0.03883 0.85943 -0.2 -0.9 0.3
C 2.98584 0.18112 1.44144 0.7 2.8 0.6
C 1.45120 0.34989 1.19296 4.3 -1.9 1.4
O 0.74652 -0.50076 0.79055 -1.7 -1.9 -0.7
O 1.03472 1.44553 1.64050 -0.9 2.6 0.7
H 3.54672 0.00591 0.51866 -0.5 0.5 -0.3
H 3.36014 -0.64457 2.06340 -1.1 0.3 0.3
H 3.31572 1.22419 1.91747 -0.2 -2.3 -1.0
```
Forces are in eV/Å.

[2]
This record from OMol25 describes a molecular structure, C11H15F6IrN5O6S2Se. The level of theory is ωB97M-V with the def2-TZVPD basis set.

Properties
Molecular weight = 762.569 g mol⁻¹
Expectation value of S² = 6.028
Spin multiplicity = 5
Net charge = +1

```
47
Properties=species:S:1:pos:R:3:forces:R:3
Ir 0.24028 -1.31988 -1.28418 0.4 -0.1 0.0
C -2.07980 -4.51989 0.31586 0.0 0.0 0.0
C -1.44160 -3.19866 0.03573 -0.1 0.0 0.0
N -0.85354 -2.91964 -1.17621 0.0 0.0 0.2
O -0.77423 -3.96588 -2.03031 -0.1 0.0 -0.1
C -1.35759 -2.16747 0.92034 -0.1 0.0 0.0
C -1.91211 -2.17989 2.29920 0.0 0.0 0.0
N -0.66116 -1.00465 0.44176 0.0 0.0 0.0
O -1.07317 0.10765 0.93503 0.1 -0.1 0.0
H -2.26527 -5.06632 -0.60356 0.0 0.0 0.0
H -3.02830 -4.37656 0.83188 0.0 0.0 0.0
H -1.44127 -5.13481 0.95239 0.0 0.0 0.0
H -0.36142 -3.61521 -2.83781 0.0 0.0 0.0
H -1.40981 -2.93766 2.90481 0.0 0.0 0.0
H -2.97591 -2.42325 2.29270 0.0 0.0 0.0
H -1.77752 -1.20825 2.76369 0.0 0.0 0.0
F 3.21878 -2.23789 -1.47262 0.0 0.0 0.0
C 3.68005 -2.01660 -2.70909 0.1 0.0 0.0
F 4.16527 -3.14345 -3.19180 0.0 0.0 0.0
F 4.63056 -1.09987 -2.65522 0.0 0.0 0.0
S 2.28924 -1.42710 -3.81099 0.1 0.0 0.0
O 1.07698 -1.98423 -3.16197 0.0 0.0 0.1
O 2.56905 -1.90596 -5.10988 0.0 0.0 -0.1
N 2.33078 0.13279 -3.70628 0.0 0.0 0.0
S 1.50801 0.90245 -2.62998 -0.3 0.2 -0.2
O 0.13759 1.15197 -2.96520 -0.1 0.1 -0.1
O 1.68176 0.34635 -1.26398 -0.1 0.0 -0.1
C 2.35885 2.54233 -2.66825 0.2 -0.1 0.1
F 1.82135 3.31687 -1.73056 0.0 0.0 0.0
F 2.17279 3.08254 -3.85385 0.0 0.0 0.0
F 3.64999 2.39184 -2.42311 0.0 0.0 0.0
C 1.54412 2.83288 1.70346 0.0 0.0 0.0
N 0.19870 2.91528 2.26603 -0.1 0.0 -0.1
C -0.10855 3.11325 3.58240 0.0 0.0 0.1
C -1.46369 3.09367 3.68456 0.0 0.0 0.0
N -1.95815 2.88245 2.42788 0.0 0.0 -0.1
C -3.36936 2.75307 2.07456 0.0 0.0 0.0
C -0.93751 2.77787 1.55700 0.0 0.0 0.1
Se -1.04644 2.44139 -0.26147 0.0 0.0 -0.1
H 2.25708 2.97238 2.51046 0.0 0.0 0.0
H 1.67738 3.60891 0.95436 0.0 0.0 0.0
H 1.68487 1.85720 1.24263 0.0 0.0 0.0
H 0.64819 3.25174 4.33353 0.0 0.0 0.0
H -2.10330 3.21273 4.54053 0.0 0.0 0.0
H -3.96080 2.93715 2.96637 0.0 0.0 0.0
H -3.55687 1.74908 1.70138 0.0 0.0 0.0
H -3.62430 3.47926 1.30777 0.0 0.0 0.0
```
Forces are in eV/Å.

[3]
This record from OMol25 describes a single C5H6O3 molecule. The level of theory is ωB97M-V with the def2-TZVPD basis set.

Properties
Molecular weight = 114.100 g mol⁻¹
Structure (SMILES) = CC1=CO[C@@H](C=O)O1

```
14
Properties=species:S:1:pos:R:3:forces:R:3
C -0.90792 -1.91650 1.07574 1.2 -1.0 0.9
C -0.25704 -0.72893 0.47576 1.7 -1.6 1.1
C 1.02207 -0.43314 0.71008 1.7 1.8 -1.4
O 1.43561 0.69242 -0.15182 -3.4 -0.7 1.0
C 0.11319 1.20127 -0.40126 0.6 3.5 -3.1
C 0.23570 2.00706 -1.92084 -0.3 -3.6 1.3
O 0.82647 3.03170 -2.06131 -0.8 -0.6 0.0
O -0.92692 0.15671 -0.31047 2.2 1.2 -0.5
H -0.16019 -2.73784 1.37979 -0.8 1.6 -0.4
H -1.59490 -2.44452 0.44822 -0.7 0.2 -0.4
H -1.34555 -1.52733 1.97788 -0.8 -0.4 0.5
H 1.91518 -0.66290 1.30616 -1.2 -0.9 -0.2
H -0.16282 2.12034 0.16314 0.2 -1.1 0.9
H -0.19286 1.24164 -2.69104 0.5 1.7 0.2
```
Forces are in eV/Å.

[4]
This record from OMol25 describes a molecular structure, C34H66F3O32Rb. The level of theory is ωB97M-V with the def2-TZVPD basis set.

Properties
Molecular weight = 1129.332 g mol⁻¹
Expectation value of S² = 0.754
Spin multiplicity = 2
Net charge = +1

```
136
Properties=species:S:1:pos:R:3:forces:R:3
Rb -1.29726 24.27531 4.63236 0.1 -0.1 0.1
C 1.69619 26.22093 6.30017 -1.1 2.2 -1.3
O 1.56584 27.49111 5.59495 -0.5 -1.8 0.1
O 0.41657 25.71185 6.57012 2.5 0.5 -0.5
C 2.58167 25.27457 5.40864 0.5 -1.1 0.4
F 3.88051 25.55315 5.42853 0.4 0.9 0.9
F 2.49836 23.98534 5.82475 -0.6 0.5 -0.1
F 2.28840 25.33280 4.12788 -1.4 -0.1 -0.7
C 2.46900 28.59824 5.78191 -0.8 0.9 0.1
C 1.85490 29.78842 5.01481 -0.1 -0.2 -0.4
H 2.49650 30.65988 4.88432 0.6 -0.4 0.1
H 1.57057 29.44999 4.01846 0.0 0.1 0.0
H 0.96991 30.21805 5.48419 -0.2 -0.5 0.3
H 3.46394 28.34718 5.41428 0.1 0.1 0.2
H 2.42529 28.91055 6.82529 0.6 -0.4 0.2
H 2.25076 26.43461 7.21390 -0.1 -0.5 0.7
C 3.85714 33.01226 2.81994 -0.9 0.9 0.7
O 5.25823 32.87877 3.00606 2.1 0.3 -0.1
C 6.07049 34.01581 3.09649 -2.1 0.1 0.6
O 5.59424 35.11678 2.83258 2.3 -2.0 0.7
O 7.31051 33.63452 3.64599 -3.3 -0.1 -1.5
C 8.21061 34.66958 3.92463 0.3 1.8 -0.4
H 3.48274 33.60403 1.98463 0.8 0.2 -0.3
H 3.43790 33.48169 3.70987 0.0 0.2 0.1
H 3.34118 32.05480 2.74808 0.9 -0.4 0.0
H 7.92652 35.26223 4.79420 0.1 -0.6 0.6
H 8.16299 35.45347 3.16875 0.2 -0.3 -0.5
H 9.21805 34.25640 3.97414 -0.3 0.0 0.2
C 3.96517 34.77332 11.75518 -0.4 0.1 -0.4
O 3.32619 33.66923 11.06453 0.0 -0.5 -1.0
C 3.38534 33.59857 9.71450 -0.5 0.8 -0.7
O 3.88456 34.43544 8.97632 -0.7 -1.5 1.0
O 2.68692 32.47415 9.30782 1.3 0.3 2.7
C 2.31847 32.26537 7.99247 0.3 1.5 -2.1
H 3.76376 35.72871 11.27066 0.1 -0.2 -0.3
H 5.03849 34.60465 11.84249 -0.1 0.0 0.0
H 3.47050 34.82967 12.72484 0.2 -0.3 0.0
H 3.12766 32.34443 7.26646 0.5 0.2 0.3
H 1.63633 33.08095 7.75246 -0.3 -0.4 -0.4
H 1.91525 31.28157 7.75239 -0.4 0.0 1.0
C 6.53747 28.47585 6.56273 -0.1 -1.9 0.3
O 5.94590 29.69492 6.19526 -0.6 -1.4 -0.8
C 6.33368 30.79926 6.75373 2.2 2.9 1.7
O 7.33571 31.01436 7.43171 -1.5 -0.9 -1.0
O 5.44450 31.73418 6.41932 -0.8 1.6 -0.1
C 5.67276 33.14788 6.78525 1.3 0.0 0.2
H 6.23747 27.69653 5.86220 0.0 0.5 -0.7
H 6.07862 28.04872 7.45442 0.1 0.6 0.6
H 7.62306 28.41471 6.63929 -0.1 0.7 0.0
H 4.85457 33.83001 6.55423 -0.6 -1.0 -0.1
H 6.51001 33.59376 6.24833 0.3 -0.7 -0.3
H 5.93428 33.28938 7.83391 -0.3 -0.5 0.0
C 1.46578 21.32941 7.74540 0.7 1.9 0.0
O 0.26740 20.63636 7.77481 -1.4 -1.6 -0.9
C -0.77346 21.05892 7.06481 -0.5 1.6 0.9
O -0.92628 22.21720 6.61558 0.3 -2.5 0.1
O -1.68595 20.09338 7.12716 1.5 0.5 0.6
C -2.89942 20.22937 6.45147 0.1 0.3 -1.8
H 1.98020 21.32622 6.78443 -0.1 -0.5 -0.1
H 2.11060 20.92720 8.52676 -0.2 0.1 -0.1
H 1.17479 22.36758 7.90546 0.7 0.3 0.4
H -3.21750 21.26914 6.37517 -0.6 -0.1 1.0
H -3.55650 19.45287 6.84311 -0.2 0.6 0.0
H -2.66761 20.03137 5.40497 -0.3 -0.6 -0.2
C 4.54006 24.28495 8.47239 -0.2 0.7 -0.3
O 4.80697 22.88609 8.61381 -0.1 -0.4 1.5
C 4.70082 22.28741 9.87067 -0.9 4.0 0.8
O 4.36687 22.93555 10.88362 1.0 -2.6 -2.7
O 5.00509 21.02975 9.68541 0.2 -0.3 -0.3
C 4.97008 20.12600 10.77237 -0.1 -0.6 1.0
H 4.99759 25.03853 9.11339 0.9 -0.8 0.5
H 3.50414 24.59408 8.61163 -0.5 -0.8 -0.1
H 4.83535 24.50071 7.44557 0.0 -0.1 0.1
H 3.98345 20.14104 11.23545 0.1 0.1 0.1
H 5.74351 20.31207 11.51754 -0.1 0.5 0.0
H 5.17829 19.11815 10.41322 -0.2 0.3 -0.5
C -1.75773 29.40534 10.69473 -0.1 -1.5 -0.7
O -1.26360 30.69158 10.34138 -0.5 0.7 -0.2
C -1.06069 30.93272 9.03591 1.2 0.2 0.0
O -0.96841 30.13431 8.14300 -0.7 -0.8 0.1
O -0.76275 32.22766 8.85282 -0.6 0.3 0.5
C -0.96620 32.76922 7.54278 0.1 -0.5 -0.5
H -2.10707 29.30195 11.72205 0.5 0.9 0.1
H -1.00557 28.63964 10.50485 0.2 0.1 0.1
H -2.60747 29.06751 10.10152 0.0 0.5 -0.4
H -0.29749 33.62411 7.44234 -0.5 0.1 0.2
H -2.02289 32.97713 7.37460 0.1 0.5 0.3
H -0.71625 32.08024 6.73597 0.3 -0.3 0.3
C -3.44712 26.66296 12.45105 0.6 1.9 -0.3
O -2.79472 25.55247 11.89546 0.3 -0.9 -0.9
C -2.26861 25.63494 10.65677 -2.3 1.6 -1.0
O -2.32562 26.61353 9.89196 0.8 -2.4 1.9
O -1.93028 24.38922 10.34511 0.0 0.2 0.8
C -1.23745 24.16193 9.17858 1.3 0.0 -2.2
H -3.95917 27.29270 11.72349 -0.3 -0.5 -0.4
H -2.63417 27.31882 12.76259 -0.3 0.1 0.9
H -4.14182 26.39017 13.24545 0.5 -0.3 -0.1
H -1.01986 23.09963 9.06785 -0.1 0.1 0.4
H -0.31396 24.73401 9.08917 0.4 -0.1 0.7
H -1.70471 24.47566 8.24513 -1.0 0.0 0.2
C 6.79552 28.59757 10.42321 0.9 -0.6 1.8
O 5.52058 29.19542 10.68275 -1.2 -0.8 -1.2
C 4.41421 28.49187 10.35676 -0.2 -2.5 -0.4
O 4.33796 27.24116 10.19099 0.2 4.2 0.2
O 3.38191 29.36923 10.23617 3.4 -0.8 0.6
C 2.20127 28.94229 9.68258 -2.3 0.7 0.2
H 6.93124 27.65321 10.95034 -0.6 -0.2 0.1
H 7.46025 29.25932 10.97847 0.2 0.2 -0.7
H 7.12518 28.37890 9.40753 -0.7 0.8 -0.2
H 2.23443 28.24434 8.84600 0.4 0.0 0.2
H 1.76684 29.90279 9.40546 -0.3 -0.3 -0.6
H 1.51575 28.58883 10.45280 0.1 -0.6 0.0
C 4.97774 21.66324 -1.78120 -0.8 0.0 0.9
O 4.28710 22.05102 -0.54557 0.3 0.6 1.3
C 4.83207 22.97865 0.28900 1.4 1.2 -1.1
O 5.82160 23.64972 0.01544 -1.4 -1.2 0.7
O 4.08576 23.14598 1.40844 0.2 -1.7 -0.6
C 4.59574 23.89335 2.52306 -0.2 1.3 -0.9
H 4.15081 21.18128 -2.30274 0.3 0.3 -0.4
H 5.70635 20.87785 -1.58020 0.2 0.3 0.2
H 5.41593 22.51986 -2.29336 -0.1 -0.1 0.1
H 5.68118 23.96717 2.58983 -0.1 -0.5 -0.2
H 4.14346 23.56261 3.45802 0.1 -0.5 -0.4
H 4.22237 24.89823 2.32577 0.2 0.3 0.4
C 0.13973 27.81118 2.40224 1.2 -0.3 0.2
O -1.04544 27.47704 1.68552 0.2 0.3 -0.4
C -1.52336 26.24947 1.59216 0.2 -1.8 1.4
O -1.03555 25.16843 1.96191 -0.1 2.0 -0.4
O -2.75298 26.36554 1.15346 -0.8 0.4 -1.1
C -3.61990 25.27013 0.94163 -0.7 -1.9 -0.1
H -0.07424 27.97991 3.45763 -0.1 -0.4 0.0
H 0.62186 28.72220 2.04769 -1.0 0.3 -0.5
H 0.95923 27.11475 2.22481 -0.4 -0.7 0.4
H -4.15398 25.26208 -0.00852 0.1 1.2 -0.1
H -4.37013 25.19306 1.72861 0.1 0.5 0.1
H -3.19426 24.26968 0.86402 1.0 0.2 0.5
```
Forces are in eV/Å.

[5]
This record from OMol25 describes a gas-phase ion, C6H12NO2 (charge -1). The level of theory is ωB97M-V with the def2-TZVPD basis set.

Properties
Molecular weight = 130.167 g mol⁻¹
Structure (SMILES) = CCN[C@@H](CC)C(=O)[O-]
Net charge = -1

```
21
Properties=species:S:1:pos:R:3:forces:R:3
C 3.08173 -0.17982 0.45856 -0.4 -0.3 0.1
C 1.78565 -0.39829 -0.40320 0.5 -1.4 1.1
N 0.59878 -0.03795 0.37983 0.6 0.7 -1.5
C -0.41749 0.70189 -0.37313 -1.3 0.6 0.2
C -1.62285 -0.15660 -0.88243 -0.6 0.3 0.1
C -2.35933 -0.96244 0.23367 0.3 -0.2 -0.3
C -1.05656 1.83718 0.53274 -0.1 0.0 1.5
O -1.45977 2.89289 0.01572 0.1 0.1 -1.3
O -1.15699 1.57680 1.75990 0.3 -0.7 -0.3
H 2.97119 -0.81135 1.36975 0.1 0.4 -0.5
H 3.18386 0.86635 0.80964 0.0 -0.5 -0.4
H 4.00018 -0.53404 -0.05731 -0.5 0.4 0.1
H 1.84849 0.10277 -1.38673 -0.2 -0.1 0.6
H 1.74557 -1.50936 -0.57361 0.3 0.7 -0.4
H 0.21505 -0.82814 0.88189 0.0 0.3 -0.1
H -0.00285 1.22856 -1.26235 0.1 -0.5 0.7
H -1.36173 -0.82713 -1.73492 0.1 0.2 0.6
H -2.36828 0.56686 -1.29467 0.6 -0.4 0.2
H -2.77055 -0.30818 1.02495 0.3 -0.2 -0.5
H -3.17920 -1.54082 -0.24703 0.4 0.2 0.4
H -1.67487 -1.67921 0.74873 -0.5 0.3 -0.4
```
Forces are in eV/Å.

[6]
This record from OMol25 describes a molecular structure, C7H10INW. The level of theory is ωB97M-V with the def2-TZVPD basis set.

Properties
Molecular weight = 418.908 g mol⁻¹
Expectation value of S² = 2.011
Spin multiplicity = 3

```
20
Properties=species:S:1:pos:R:3:forces:R:3
C 0.73366 -1.96867 -0.70976 -0.3 -0.6 -0.5
C 0.23397 -1.20521 -1.80199 -1.0 -0.3 -0.6
C -1.17322 -0.99219 -1.60867 0.5 -0.4 0.9
C -1.55579 -1.63185 -0.37128 2.3 -0.8 -0.4
C -0.34919 -2.24890 0.17842 -2.0 0.4 -1.1
W 0.26672 0.02978 0.25048 -5.7 -4.3 -0.4
N 1.22268 -0.39677 1.72674 0.2 -0.9 4.0
C 1.98591 0.87993 0.33704 4.3 4.5 -2.6
C 1.31464 1.21341 -1.02036 1.7 1.9 0.9
H -1.85790 -0.47276 -2.28474 0.5 0.0 0.4
H 0.79319 -0.90512 -2.69611 -0.3 -0.1 0.7
H -2.54787 -1.71153 0.03511 0.0 0.2 0.1
H -0.33458 -2.88014 1.05071 0.2 0.2 0.1
H 1.71183 -2.42620 -0.65125 0.0 0.3 0.1
H 1.88335 0.87164 -1.86662 -0.1 -0.3 -0.3
H 2.04202 1.75565 0.97894 0.5 -0.1 0.1
H 1.78833 -0.37341 2.62302 -0.7 -0.1 -2.0
H 1.05807 2.28183 -1.12894 -0.1 -0.5 0.1
H 2.89958 0.31252 0.18733 0.1 0.1 0.4
I -1.83169 1.52785 0.92297 -0.1 0.7 0.1
```
Forces are in eV/Å.

Ordered energy above the lowest of the compared OMol25 structures with the same formula, charge and spin results: 1.213 0.069 3.084 0.000 0.457 0.416; unit eV.
Ordered E_tot results: -476.895783 -5054.271383 -419.726076 -4066.122404 -441.089870 -692.124900; unit a.u..
Ordered F_max results: 4.89 0.42 4.70 4.18 1.86 7.14; unit eV/Å.